No. 1
A structure of composition C22H23N7RhS2, computed with ωB97M-V/def2-TZVPD.

Its relative energy (zero: lowest compared OMol25 entry of this formula, charge and spin) is 4.4 kcal/mol. For the orbital gap, the calculation gives 6.9 eV. For the largest force on an atom, the calculation gives 0.011 Eh/bohr. The calculation puts the total energy at -58293.289 eV. The spin multiplicity is 1. The molar mass comes out at 552.515 g mol⁻¹. As for the total charge: +1.

Cartesian coordinates (Å):
Rh: -0.22382 -0.34775 0.28082
C: 0.55870 2.41378 0.71391
N: -0.57201 1.51727 1.07321
C: -1.83036 1.98918 0.42852
C: -1.79926 1.70987 -1.06226
N: -1.47956 0.27379 -1.36183
C: -0.74356 0.19961 -2.64249
C: -2.71418 -0.51896 -1.36828
C: -3.48660 -0.62773 -2.51890
C: -4.67885 -1.33164 -2.49431
C: -5.10808 -1.91407 -1.30914
C: -4.34038 -1.81069 -0.16344
C: -3.12725 -1.11830 -0.17727
S: -2.12165 -1.10121 1.26740
C: -0.65473 1.48283 2.54347
C: -1.33792 2.45577 3.25058
C: -1.33315 2.42080 4.63795
C: -0.64071 1.41843 5.29939
C: 0.03935 0.44469 4.58579
C: 0.03974 0.46288 3.19503
S: 0.90959 -0.75717 2.26012
H: 0.32294 3.43905 1.00584
H: 0.74859 2.36979 -0.35755
H: 1.43650 2.07520 1.26003
H: -1.95949 3.06019 0.59828
H: -2.65426 1.45681 0.89868
H: -1.05562 2.32807 -1.56551
H: -2.77250 1.95802 -1.49047
H: -1.24768 0.75724 -3.43426
H: -0.65044 -0.84229 -2.94156
H: 0.25047 0.61664 -2.49669
H: -3.16828 -0.15960 -3.44056
H: -5.26950 -1.42215 -3.39523
H: -6.04057 -2.46172 -1.28045
H: -4.66265 -2.28520 0.75505
H: -1.87826 3.24391 2.74301
H: -1.87500 3.17189 5.19560
H: -0.63951 1.38688 6.38068
H: 0.56097 -0.35110 5.10145
N: 4.06498 -0.25610 -0.43721
C: 2.99848 0.54296 -0.51383
N: 1.90913 -0.19438 -0.58507
C: 2.39564 -1.47228 -0.51198
N: 3.69894 -1.54725 -0.43533
C: 1.48368 -2.61469 -0.50527
C: 1.90291 -3.93504 -0.55355
N: 1.03414 -4.93275 -0.65202
C: -0.24975 -4.60845 -0.72173
C: -0.69055 -3.29370 -0.62430
N: 0.18078 -2.29886 -0.49502
H: 5.04017 -0.00661 -0.38649
H: 3.05737 1.61790 -0.52978
H: 2.95747 -4.17469 -0.50863
H: -0.96375 -5.41325 -0.83849
H: -1.74151 -3.04761 -0.64079

=====

No. 2
The molecule C14H17ClN2O, computed with ωB97M-V/def2-TZVPD.

Its relative energy (zero: lowest compared OMol25 entry of this formula, charge and spin) is 7.5 kcal/mol. For the orbital gap, the calculation gives 8.8 eV. For the largest force on an atom, the calculation gives 0.014 Eh/bohr. The calculation puts the total energy at -32344.004 eV. The spin multiplicity is 1. The molar mass comes out at 264.756 g mol⁻¹. The SMILES is CN1CCN(C(=O)/C=C/c2cccc(Cl)c2)CC1.

Cartesian coordinates (Å):
C: -4.70744 0.52704 -1.71283
N: -3.86900 0.26320 -0.56467
C: -2.64026 1.03142 -0.59987
C: -1.86454 0.82224 0.70501
N: -1.58013 -0.58009 0.88595
C: -0.37990 -1.19815 0.71484
O: -0.29958 -2.40954 0.58162
C: 0.83242 -0.34892 0.77250
C: 1.97477 -0.79126 0.23817
C: 3.26483 -0.12461 0.24819
C: 3.44603 1.18112 0.71020
C: 4.69849 1.76336 0.70275
C: 5.80078 1.06553 0.23745
C: 5.62493 -0.22921 -0.22544
Cl: 6.98998 -1.11518 -0.81328
C: 4.37709 -0.82307 -0.22767
C: -2.78906 -1.37728 0.87136
C: -3.56280 -1.14993 -0.42557
H: -5.63339 -0.03662 -1.61158
H: -4.22837 0.24825 -2.66447
H: -4.94728 1.58905 -1.74185
H: -1.99760 0.73819 -1.45185
H: -2.89202 2.08935 -0.70524
H: -2.48575 1.16000 1.54218
H: -0.94999 1.41082 0.67508
H: 0.77802 0.58278 1.31265
H: 1.94636 -1.75822 -0.24928
H: 2.60220 1.74706 1.07226
H: 4.82415 2.77371 1.06230
H: 6.78028 1.51641 0.23102
H: 4.26222 -1.83286 -0.59069
H: -3.40969 -1.07903 1.72203
H: -2.50296 -2.42522 0.96724
H: -2.96259 -1.52166 -1.27554
H: -4.50020 -1.70868 -0.39295

=====

No. 3
A cluster of 2 separate species, C3H8O2S in total in a non-equilibrium geometry, computed with ωB97M-V/def2-TZVPD.

Its relative energy (zero: lowest compared OMol25 entry of this formula, charge and spin) is 62.4 kcal/mol. For the orbital gap, the calculation gives 8.9 eV. For the largest force on an atom, the calculation gives 0.068 Eh/bohr. The calculation puts the total energy at -18168.540 eV. The spin multiplicity is 1. The molar mass comes out at 108.162 g mol⁻¹. The SMILES is C=CO.CSO.

Cartesian coordinates (Å):
C: 1.27601 0.57750 1.49254
C: 1.65024 0.10431 0.32303
O: 2.40861 -0.98638 0.18325
H: 0.69034 1.45600 1.54918
H: 1.58174 0.24010 2.46177
H: 1.65840 0.64311 -0.65688
H: 2.70517 -1.28440 1.13670
C: -2.38994 -0.21664 -0.85638
S: -0.89150 -1.19694 -0.30401
O: -1.14389 -1.10870 1.31807
H: -3.38609 -0.80239 -0.67116
H: -2.10940 -0.16903 -1.92428
H: -2.38132 0.77457 -0.50033
H: -0.27927 -0.86480 1.70284

=====

No. 4
A cluster of 8 separate species, C40H36F32N4O4 in total in a non-equilibrium geometry, computed with ωB97M-V/def2-TZVPD.

For the orbital gap, the calculation gives 9.7 eV. For the largest force on an atom, the calculation gives 0.074 Eh/bohr. The calculation puts the total energy at -143169.681 eV. The spin multiplicity is 1. The molar mass comes out at 1244.688 g mol⁻¹. The SMILES is FC(F)C(F)(F)COC(F)(F)C(F)F.FC(F)C(F)(F)COC(F)(F)C(F)F.FC(F)C(F)(F)COC(F)(F)C(F)F.FC(F)C(F)(F)COC(F)(F)C(F)F.c1ccncc1.c1ccncc1.c1ccncc1.c1ccncc1.

Cartesian coordinates (Å):
F: -2.37376 -6.36510 -8.47285
C: -2.77279 -6.95101 -7.36661
F: -4.06593 -7.36059 -7.58985
C: -1.86902 -8.07868 -6.88012
F: -0.60797 -7.63882 -6.93987
F: -1.83811 -9.16634 -7.64526
C: -2.18010 -8.51754 -5.39690
O: -2.19692 -7.40665 -4.52400
C: -2.77457 -7.56320 -3.29014
F: -4.05817 -7.97461 -3.50821
F: -2.09793 -8.50493 -2.60830
C: -2.71332 -6.17795 -2.63506
F: -3.22872 -5.15444 -3.39549
F: -3.33676 -6.14515 -1.44191
H: -2.79848 -6.14876 -6.62916
H: -1.31392 -9.11143 -5.10511
H: -2.98060 -9.22759 -5.18926
H: -1.67764 -5.86892 -2.49379
F: -4.58066 2.90897 -7.21325
C: -4.54017 3.73390 -8.24233
F: -4.43869 3.07836 -9.34193
C: -5.77997 4.70059 -8.24100
F: -6.80832 4.11859 -8.87757
F: -5.48639 5.79264 -8.99203
C: -6.06685 5.15701 -6.82919
O: -4.94480 5.76199 -6.20941
C: -4.84732 7.16864 -5.94635
F: -3.77596 7.26889 -5.18155
F: -4.66102 7.72415 -7.12338
C: -5.99583 7.92124 -5.26514
F: -5.64806 9.12095 -4.87376
F: -7.05426 8.14129 -6.07827
H: -3.61303 4.30684 -8.25817
H: -6.34173 4.25581 -6.28113
H: -6.97154 5.75700 -6.73105
H: -6.33590 7.47363 -4.33128
F: -7.18581 4.14807 2.09707
C: -8.00633 3.15200 1.95969
F: -9.06384 3.54482 1.22712
C: -7.28971 1.88126 1.33399
F: -7.02637 2.04309 0.04912
F: -8.18802 0.91036 1.36785
C: -5.96985 1.43475 2.02134
O: -6.08508 0.94322 3.35835
C: -4.97169 1.17552 4.26146
F: -4.04299 0.28148 3.76120
F: -4.61288 2.46359 4.22484
C: -5.42745 0.85777 5.70207
F: -4.58557 1.26912 6.67844
F: -6.62480 1.30154 6.03449
H: -8.42079 3.04993 2.96264
H: -5.22703 2.22965 1.95461
H: -5.53234 0.64394 1.41200
H: -5.49363 -0.22636 5.79356
F: 8.59904 -2.31181 -0.83795
C: 7.59195 -3.14073 -0.69461
F: 7.47846 -3.35640 0.64365
C: 6.26458 -2.76107 -1.30324
F: 6.48304 -2.64307 -2.61126
F: 5.86835 -1.60218 -0.87027
C: 5.19520 -3.88758 -1.01465
O: 5.53819 -5.23625 -1.45490
C: 4.38963 -6.05086 -1.62313
F: 3.67502 -6.05667 -0.46355
F: 3.55228 -5.58235 -2.56292
C: 4.75364 -7.52805 -1.83959
F: 3.62336 -8.34048 -1.85124
F: 5.48064 -7.77012 -2.91475
H: 7.91967 -4.07255 -1.15548
H: 4.26207 -3.54491 -1.46180
H: 4.95112 -3.91572 0.04730
H: 5.28957 -7.73971 -0.91435
C: 3.96084 5.70065 8.77620
C: 2.78603 5.78673 7.97735
C: 2.15197 4.60963 7.52986
N: 2.59412 3.38728 7.92570
C: 3.68724 3.31273 8.72225
C: 4.37807 4.43340 9.17106
H: 4.55032 6.58302 8.97704
H: 2.33539 6.71968 7.67251
H: 1.25636 4.64660 6.92743
H: 4.08017 2.32343 8.90469
H: 5.26615 4.28660 9.76786
C: 2.23916 -5.83247 5.28844
C: 2.24453 -4.52691 4.86789
C: 3.18923 -3.69355 5.47078
N: 4.07716 -4.15176 6.41625
C: 4.08320 -5.47416 6.69918
C: 3.16900 -6.36228 6.19957
H: 1.44976 -6.46492 4.90996
H: 1.50962 -4.25584 4.12437
H: 3.15954 -2.64697 5.20584
H: 4.88658 -5.82559 7.32963
H: 3.36821 -7.39759 6.43377
C: 7.11574 4.48055 3.41059
C: 8.44785 4.18153 3.64284
C: 9.39418 5.06401 3.08541
N: 9.08711 6.17059 2.35766
C: 7.79794 6.47129 2.22841
C: 6.77176 5.68343 2.75227
H: 6.31497 3.84902 3.76602
H: 8.73526 3.30345 4.20210
H: 10.45024 4.94203 3.27582
H: 7.63892 7.34257 1.61036
H: 5.73812 5.90598 2.53211
C: -0.50828 3.94492 -0.71832
C: -0.73752 2.99140 -1.70744
C: -0.42790 1.65137 -1.50878
N: 0.15600 1.23807 -0.34257
C: 0.40498 2.20946 0.60553
C: 0.09858 3.55751 0.43938
H: -0.79780 4.96314 -0.93236
H: -1.03483 3.26925 -2.70784
H: -0.58830 0.92615 -2.29282
H: 0.79157 1.88389 1.55997
H: 0.34191 4.22113 1.25596